Entry 1:
# C10H36N6O8

8 unconnected molecules or ions with the total composition C10H36N6O8 at a distorted geometry (the ωB97M-V functional and the def2-TZVPD basis, OMol25).

```
60
Properties=species:S:1:pos:R:3:forces:R:3:lowdin_charge:R:1
C -1.262 -3.158 -2.390 0.590 -0.733 -0.538 -0.0598
C -1.671 -2.349 -1.199 -1.949 -0.426 -2.705 -0.3274
O -1.627 -3.170 -0.125 0.445 -0.056 3.778 -0.0962
H -1.934 -3.986 -2.669 -0.316 0.339 0.620 0.0937
H -0.298 -3.665 -2.240 0.063 0.542 -0.255 0.0863
H -1.282 -2.534 -3.244 0.515 0.601 -1.135 0.0697
H -2.695 -2.092 -1.348 -1.061 0.601 -0.307 0.1193
H -1.208 -1.407 -1.036 1.163 0.494 0.289 0.1028
H -1.819 -4.058 -0.351 -0.563 -1.247 -0.517 0.0952
C 2.436 3.641 -1.204 0.937 -3.173 0.647 -0.0779
C 2.719 3.784 -2.688 -1.900 1.416 2.165 -0.2544
O 1.497 4.345 -3.216 0.975 -0.927 -2.009 -0.1105
H 1.678 2.841 -0.944 0.608 0.753 -0.791 0.0506
H 2.085 4.474 -0.669 -0.157 1.564 0.243 0.0650
H 3.354 3.239 -0.709 -0.481 0.566 -0.204 0.0922
H 3.029 2.861 -3.087 -0.063 -1.325 -0.866 0.0974
H 3.477 4.494 -2.866 1.150 0.832 -0.098 0.0998
H 1.557 4.197 -4.183 -0.405 0.439 0.637 0.1179
C -0.305 -1.606 3.078 -0.046 1.093 7.958 -0.6939
O -0.166 -1.271 4.379 -0.685 -1.207 -5.552 -0.1012
N 0.693 -1.620 2.258 5.976 0.470 -0.793 0.1151
N -1.436 -2.005 2.567 -3.983 -0.293 -0.531 0.1731
H 1.622 -1.456 2.767 -1.902 -0.297 -1.129 0.1780
H 0.779 -2.260 1.431 -0.227 0.221 0.877 0.0622
H -2.211 -1.836 3.250 0.700 -0.290 -1.448 0.1474
H -1.608 -2.041 1.521 0.080 -0.012 2.216 0.1095
C 1.719 -4.289 0.473 7.191 2.255 -4.037 -0.5813
O 3.083 -4.440 0.282 -7.047 0.580 1.766 -0.1087
N 1.057 -3.180 0.061 -0.106 1.826 -0.526 0.0952
N 0.854 -5.194 0.729 -2.490 -5.908 3.196 0.1575
H 1.641 -2.444 -0.316 0.173 -0.238 -0.286 0.0454
H 0.045 -3.134 -0.237 1.906 -0.881 0.999 0.0704
H 1.240 -6.079 1.107 -0.400 0.829 -0.484 0.1414
H -0.101 -5.002 1.102 1.462 0.204 -0.580 0.1362
C -1.325 2.944 -1.331 -7.489 3.181 5.241 -0.7238
O -2.343 3.171 -0.478 3.553 -0.780 -2.704 -0.1110
N -0.769 1.819 -1.385 1.945 -5.397 0.721 0.1758
N -0.934 3.858 -2.144 1.420 3.917 -2.726 0.1634
H -0.899 1.148 -0.591 0.210 0.475 -1.644 0.0802
H -0.023 1.719 -2.038 0.389 -0.511 -0.131 0.1049
H -1.416 4.764 -2.048 0.580 -0.957 -0.106 0.1358
H 0.018 3.846 -2.592 -1.511 0.204 0.645 0.0691
C -3.420 2.303 2.774 1.317 -0.489 1.010 -0.1459
O -3.852 1.039 3.298 0.272 -0.025 -1.010 -0.1197
H -2.564 2.666 3.370 -0.377 0.107 -0.004 0.0859
H -4.184 3.023 2.747 -1.205 0.991 0.321 0.0609
H -3.057 2.285 1.761 -0.078 -0.864 -0.560 0.0379
H -4.407 1.176 4.062 -0.065 0.259 0.187 0.0624
C 2.525 -0.050 -0.331 1.590 1.200 0.561 -0.1314
O 2.499 -1.277 -0.990 0.057 -0.017 0.378 -0.0882
H 3.517 0.449 -0.359 0.000 -0.737 0.318 0.0987
H 2.205 -0.138 0.705 0.014 -0.226 -0.194 0.0798
H 1.946 0.684 -0.818 -1.420 0.695 -0.515 0.0340
H 2.810 -1.159 -1.872 0.378 -0.074 -0.945 0.0974
C -0.226 1.373 1.401 0.347 -0.488 0.378 -0.0987
O -0.460 0.178 0.648 -0.962 1.424 -0.780 -0.1694
H -1.087 1.974 1.557 -1.195 -0.031 -0.167 0.0448
H 0.445 2.058 0.922 0.833 0.012 -0.549 0.0686
H 0.148 1.128 2.363 0.509 -0.321 0.962 0.0859
H -0.087 -0.580 1.085 0.735 -0.157 0.713 -0.0079
```
Forces are in eV/Å.

Summary:
Relative energy (zero: lowest compared OMol25 entry of this formula, charge and spin): 27.05 kcal/mol
F_max: 9.7 eV Å⁻¹
Multiplicity: 1
SMILES: NC(N)=O.NC(N)=O.NC(N)=O.CCO.CCO.CO.CO.CO

Entry 2:
# C10H37N18O12Pb

A molecular structure, C10H37N18O12Pb at a distorted geometry (the ωB97M-V functional and the def2-TZVPD basis, OMol25).

```
78
Properties=species:S:1:pos:R:3:forces:R:3:lowdin_charge:R:1
Pb -28.041 -25.126 26.219 0.630 -0.303 0.472 1.3652
O -22.798 -25.890 28.603 0.981 0.404 -1.099 0.1517
C -23.806 -25.899 29.433 0.176 -0.634 1.944 -0.8601
O -24.806 -26.560 29.073 -2.152 -0.098 -0.642 0.0665
O -23.680 -25.491 30.576 -0.211 0.904 0.816 0.1298
H -23.170 -26.559 28.024 0.761 -0.406 -1.392 0.1168
C -24.337 -27.673 22.562 1.149 -0.488 -1.070 -0.7751
O -24.696 -27.139 23.587 -1.500 1.054 1.060 0.0074
N -23.194 -28.283 22.436 4.182 -1.950 1.106 0.1605
N -24.913 -27.699 21.361 -3.459 1.679 -0.524 0.1514
H -22.877 -28.665 21.557 -0.001 0.197 0.396 0.1184
H -22.521 -28.227 23.186 -0.185 -0.228 -0.138 0.1241
H -25.705 -27.073 21.392 -0.243 -0.486 -1.094 0.1070
H -24.639 -28.233 20.549 -0.161 0.337 0.415 0.1198
C -29.291 -30.451 31.595 3.901 -6.035 -1.624 -0.7385
O -28.339 -31.284 31.444 -1.967 1.876 0.722 -0.0298
N -29.157 -29.210 31.287 1.058 5.667 -1.119 0.1498
N -30.527 -30.805 31.839 -3.187 -0.129 1.192 0.1620
H -29.903 -28.528 31.287 -0.008 -0.385 0.144 0.1082
H -28.331 -28.873 30.814 0.082 -0.506 0.499 0.1182
H -30.893 -31.746 31.887 0.588 0.268 0.171 0.1271
H -31.150 -30.021 31.971 -0.446 -0.700 0.048 0.1037
C -16.715 -25.230 24.121 0.830 1.909 -3.786 -0.8070
O -17.121 -24.852 23.040 -0.845 -0.067 -1.114 0.0267
N -15.437 -25.068 24.422 3.361 0.400 0.549 0.1510
N -17.431 -25.710 25.058 -2.934 -2.354 4.829 0.1717
H -14.857 -24.749 23.659 -0.140 -0.031 0.241 0.1172
H -14.961 -25.509 25.196 -0.229 0.018 -0.231 0.1045
H -18.386 -26.030 24.987 0.385 0.366 -0.381 0.1250
H -16.986 -25.792 25.961 -0.434 -0.273 -0.090 0.1110
C -18.912 -29.756 28.795 -1.158 -2.307 -2.612 -0.7431
O -19.519 -29.815 27.713 0.638 0.354 0.764 -0.0154
N -18.699 -28.669 29.479 0.043 3.263 1.507 0.1600
N -18.382 -30.845 29.377 0.290 -1.297 0.133 0.1506
H -19.151 -27.832 29.141 0.048 -0.131 0.382 0.1159
H -18.457 -28.761 30.455 -0.024 0.482 -0.253 0.1129
H -17.994 -30.799 30.308 0.129 -0.372 -0.470 0.1051
H -18.282 -31.652 28.778 -0.051 0.018 0.544 0.1146
C -23.751 -32.804 25.303 -4.838 -1.417 -4.232 -0.8346
O -24.626 -33.098 24.493 -0.404 -0.213 -0.070 0.0196
N -23.847 -31.897 26.207 -0.442 4.192 3.506 0.1609
N -22.590 -33.322 25.329 4.492 -2.553 -0.270 0.1687
H -22.892 -31.581 26.296 -0.638 1.508 1.047 0.1063
H -24.584 -31.212 26.122 0.264 -0.107 -0.004 0.1221
H -22.103 -33.019 26.161 1.040 -1.476 -0.458 0.1190
H -22.463 -34.157 24.775 0.576 0.122 0.493 0.1376
C -29.425 -23.153 31.539 1.363 -3.583 -1.949 -0.7835
O -29.652 -24.094 30.760 -0.424 0.522 -0.538 -0.0345
N -30.286 -22.525 32.249 -4.344 2.158 1.785 0.1770
N -28.207 -22.789 31.844 3.282 0.993 0.390 0.1645
H -29.996 -21.823 32.914 -0.439 -0.125 -0.244 0.1241
H -31.256 -22.580 31.973 0.150 0.040 0.350 0.1308
H -28.118 -22.121 32.597 0.782 -0.266 -0.268 0.1143
H -27.413 -23.328 31.527 -0.232 0.183 0.259 0.1206
C -22.685 -29.618 33.733 0.236 -0.988 0.253 -0.8199
O -22.761 -30.530 34.510 -0.251 -0.973 1.360 0.0699
N -21.968 -28.538 33.814 3.398 2.909 2.896 0.1451
N -23.246 -29.524 32.572 -3.543 -1.855 -4.121 0.1509
H -21.664 -28.404 34.768 0.546 1.019 -0.400 0.1238
H -22.134 -27.840 33.103 0.615 0.471 1.276 0.1021
H -24.055 -30.122 32.485 0.005 0.278 -0.919 0.1289
H -23.082 -28.673 32.054 -1.033 -0.803 -0.385 0.1001
C -25.523 -23.255 36.820 -0.790 3.031 0.418 -0.7986
O -25.607 -22.197 36.211 0.417 -0.388 -1.461 0.0216
N -25.174 -24.449 36.479 1.850 -3.795 -4.504 0.1590
N -25.832 -23.303 38.078 -1.435 0.756 4.768 0.1445
H -24.960 -24.563 35.499 0.163 -0.399 0.228 0.1191
H -25.025 -25.235 37.096 -0.039 0.497 -0.209 0.1206
H -26.004 -24.214 38.478 -0.217 0.691 0.471 0.1098
H -26.221 -22.457 38.471 0.014 -0.418 0.236 0.1242
C -19.390 -21.241 29.966 -1.060 2.230 1.704 -0.7647
O -18.675 -20.289 30.144 1.518 0.550 0.006 0.0540
N -20.504 -21.386 30.729 -1.840 0.441 1.761 0.1281
N -19.378 -22.100 28.992 0.234 -3.092 -2.866 0.1615
H -21.111 -22.183 30.851 0.488 -0.012 -0.349 0.0931
H -20.760 -20.580 31.281 0.276 -0.227 -0.012 0.1054
H -18.565 -22.356 28.450 -0.253 0.351 0.166 0.1206
H -20.246 -22.607 28.894 0.617 -0.269 -0.409 0.1030
```
Forces are in eV/Å.

Summary:
Relative energy (zero: lowest compared OMol25 entry of this formula, charge and spin): 347.78 kcal/mol
Charge: +1
F_max: 7.4 eV Å⁻¹
Multiplicity: 1

Entry 3:
# C10H38B2In2O9

A molecular structure, C10H38B2In2O9 at a distorted geometry (the ωB97M-V functional and the def2-TZVPD basis, OMol25).

```
61
Properties=species:S:1:pos:R:3:forces:R:3:lowdin_charge:R:1
In 1.052 5.941 1.605 0.024 0.192 -0.063 0.9750
In 0.024 -1.951 5.577 0.008 -0.170 0.108 0.9726
B 0.096 0.809 0.986 0.008 -0.344 -1.591 -0.1586
H -0.657 1.045 1.722 -2.729 -0.016 4.495 0.0102
H 0.073 -0.242 0.744 -1.754 -4.212 -1.162 -0.0162
H -0.029 1.330 0.049 0.891 1.809 -3.996 -0.0184
H 1.016 1.045 1.497 3.642 2.887 2.480 0.0020
B 1.217 3.359 6.095 -0.413 -0.236 -0.046 -0.0163
H 0.991 3.520 7.137 1.238 0.743 5.006 0.0643
H 1.781 4.230 5.801 0.361 5.490 -0.872 0.0448
H 1.851 2.495 5.963 0.952 -5.440 0.535 0.0369
H 0.404 3.208 5.402 -2.168 -0.622 -4.749 0.0353
C -2.543 -1.228 -5.708 0.048 -0.167 0.128 -0.0530
C -2.797 -1.487 -4.201 2.003 0.768 -1.545 -0.2124
O -1.528 -1.922 -3.641 -1.282 0.237 -0.611 0.0276
H -3.229 -0.482 -6.109 -0.578 -0.302 0.157 0.0878
H -2.628 -2.157 -6.272 0.062 0.202 -0.169 0.0902
H -1.577 -0.764 -5.907 0.266 -0.362 0.380 0.0816
H -3.545 -2.279 -4.151 -0.240 -0.277 0.459 0.1414
H -3.161 -0.545 -3.791 -0.041 -0.234 0.832 0.1201
H -1.468 -1.756 -2.697 -0.259 0.118 0.322 0.0953
C -4.712 -4.075 1.568 -0.721 -0.458 0.226 -0.2001
C -5.348 -2.974 2.461 2.372 0.476 0.082 -0.1621
O -4.899 -3.245 3.794 -1.515 0.013 -1.032 0.0140
O -3.338 -4.136 1.781 0.236 0.337 -0.208 0.0085
H -4.857 -3.784 0.528 -0.586 0.285 -0.407 0.1469
H -5.119 -5.076 1.717 -0.411 0.029 0.028 0.1407
H -6.422 -2.802 2.387 0.100 -0.388 -0.201 0.1449
H -4.782 -2.096 2.151 -0.315 0.377 -0.042 0.1223
H -5.716 -3.642 4.108 0.098 -0.386 1.347 0.1101
H -3.106 -4.953 1.333 0.686 -0.348 0.198 0.1150
C 3.799 1.349 -2.717 0.642 0.681 2.000 -0.1438
C 4.218 -0.063 -2.208 3.045 1.266 -0.816 -0.2498
O 3.726 -1.108 -2.925 -0.854 -0.002 0.138 0.0865
O 4.223 2.215 -1.645 -1.547 0.230 -0.438 -0.0355
H 2.722 1.400 -2.873 -0.066 0.427 0.295 0.1252
H 4.309 1.747 -3.595 0.177 -0.865 -0.513 0.1493
H 4.215 -0.041 -1.118 -1.408 -0.477 0.375 0.1390
H 5.301 -0.070 -2.326 0.402 -0.352 -0.330 0.1391
H 2.813 -0.833 -3.037 -0.725 -0.873 -0.450 0.1096
H 5.118 2.016 -1.363 0.370 -0.047 -0.333 0.1000
C -3.626 5.792 -2.880 1.103 -1.200 2.117 -0.1492
C -2.479 5.678 -3.829 1.921 1.076 -1.434 -0.1716
O -1.157 6.037 -3.349 -1.222 -0.299 0.914 0.0104
O -3.148 5.206 -1.645 0.144 0.116 -0.205 -0.0267
H -4.490 5.193 -3.166 -0.143 0.553 -0.599 0.1454
H -3.845 6.821 -2.597 -0.342 0.399 -0.617 0.1543
H -2.563 6.305 -4.717 -0.942 -0.175 -0.137 0.1435
H -2.322 4.658 -4.180 -0.550 -0.561 -0.047 0.1478
H -0.698 6.405 -4.108 0.243 0.173 -0.120 0.1073
H -3.900 5.015 -1.078 -0.254 -0.024 0.084 0.1007
C 5.679 -3.420 3.313 -0.389 -0.747 0.906 -0.1796
C 4.814 -4.701 3.530 0.504 0.132 -0.223 -0.1894
O 3.526 -4.552 2.963 0.473 0.001 0.556 0.0043
O 5.006 -2.282 3.847 -0.075 -0.666 -0.720 -0.0206
H 5.862 -3.328 2.242 -0.073 0.108 -0.301 0.1361
H 6.628 -3.553 3.833 0.174 -0.047 -0.132 0.1342
H 4.836 -4.933 4.595 -0.798 0.616 0.581 0.1387
H 5.263 -5.632 3.186 0.501 0.374 -0.703 0.1368
H 3.528 -5.167 2.225 -0.449 -0.111 -0.234 0.1076
H 5.597 -1.541 3.693 0.155 0.295 0.299 0.0997
```
Forces are in eV/Å.

Summary:
Relative energy (zero: lowest compared OMol25 entry of this formula, charge and spin): 185.78 kcal/mol
Charge: +4
F_max: 5.6 eV Å⁻¹
Multiplicity: 1

Calculated calculated total energy, -1332.941665; -2484.257733; -1508.517326 Eh (same order as the records).